No. 1
{
  "formula": "C4H17N2O2",
  "method": "ωB97M-V with the def2-TZVPD basis set",
  "total_energy_ev": -11493.184,
  "orbital_gap_ha": 0.34586,
  "total_charge": 1,
  "e_homo_ev": -12.3272,
  "elements": ["C", "C", "C", "C", "N", "N", "H", "H", "H", "H", "H", "H", "H", "H", "H", "H", "H", "H", "H", "H", "H", "O", "H", "H", "O"],
  "xyz": [[-1.914, -0.211, 0.113], [-1.057, -1.216, -0.657], [0.410, -0.824, -0.784], [0.645, 0.286, -1.807], [0.490, -0.225, -3.167], [-1.865, -0.422, 1.589], [-1.496, 0.755, -0.080], [-2.928, -0.197, -0.214], [-1.478, -1.351, -1.637], [-1.119, -2.202, -0.188], [0.884, -0.529, 0.157], [0.973, -1.687, -1.107], [1.649, 0.677, -1.716], [0.076, 1.213, -1.627], [0.980, 0.363, -3.819], [-0.472, -0.154, -3.468], [-0.969, -0.059, 1.964], [-1.895, -1.403, 1.855], [-2.612, 0.084, 2.030], [0.245, 1.692, 3.051], [1.051, 0.944, 1.964], [0.192, 0.946, 2.431], [3.107, 0.920, 2.002], [3.212, 1.720, 0.687], [2.636, 1.132, 1.183]],
  "forces_ev_per_angstrom": [[0.87, -0.50, -0.58], [0.14, -0.23, 0.81], [0.20, 0.62, -0.02], [0.18, 0.39, -0.23], [-0.36, 0.07, 0.05], [0.36, -0.59, -0.39], [0.07, 0.80, 0.13], [-0.82, -0.20, -0.05], [-0.21, 0.00, -0.48], [-0.16, -0.07, 0.06], [-0.35, 0.00, 0.19], [0.14, -0.27, -0.26], [0.55, -0.34, 0.11], [-0.48, -0.33, 0.21], [0.36, 0.11, -0.18], [-0.21, -0.18, 0.01], [0.16, 0.53, 0.20], [-0.41, -0.16, -0.15], [-0.43, 0.18, 0.46], [-0.15, -0.36, -0.22], [-0.14, 0.23, -0.19], [0.48, 0.41, 0.36], [0.22, 0.06, -0.33], [0.02, 0.11, -0.03], [-0.04, -0.29, 0.52]],
  "lowdin_charge": [-0.138, -0.170, -0.194, -0.293, 0.011, 0.183, 0.114, 0.122, 0.112, 0.119, 0.087, 0.117, 0.103, 0.110, 0.069, 0.065, 0.077, 0.169, 0.161, 0.094, 0.015, -0.046, 0.077, 0.075, -0.038]
}

=====

No. 2
{
  "formula": "C4H17N2O2",
  "method": "ωB97M-V with the def2-TZVPD basis set",
  "total_energy_ev": -11490.168,
  "orbital_gap_ha": 0.36889,
  "total_charge": 1,
  "e_homo_ev": -12.7223,
  "elements": ["C", "N", "C", "C", "N", "C", "H", "H", "H", "H", "H", "H", "H", "H", "H", "H", "H", "H", "H", "H", "H", "O", "H", "H", "O"],
  "xyz": [[0.505, 0.632, -0.135], [-0.751, 1.188, 0.484], [-0.779, 0.644, 1.891], [0.511, -0.821, -0.707], [-0.954, -1.047, -1.127], [-1.089, -2.244, -1.923], [0.786, 1.178, -0.966], [1.276, 0.697, 0.657], [-0.946, 2.194, 0.448], [0.225, 0.528, 2.156], [-1.613, 0.873, 2.499], [-0.964, -0.527, 1.861], [1.215, -0.867, -1.686], [0.989, -1.533, 0.166], [-1.593, 0.755, 0.028], [-1.548, -1.171, -0.340], [-1.988, -2.076, -2.542], [-0.134, -2.328, -2.414], [-1.026, -3.264, -1.547], [-0.225, 4.804, 0.340], [-0.289, 4.206, -1.023], [-0.501, 4.064, -0.176], [3.024, -1.387, 1.926], [3.145, -2.665, 0.973], [2.724, -1.832, 1.157]],
  "forces_ev_per_angstrom": [[1.19, -0.76, 0.70], [-1.83, -2.49, 0.55], [-0.92, -4.17, -1.64], [-0.71, -1.02, 1.12], [2.61, -0.26, 0.43], [0.15, -0.12, -1.35], [0.32, 1.92, -1.29], [-0.29, 0.29, -0.71], [1.03, 0.39, -0.22], [1.21, 1.17, 1.69], [-0.22, 1.48, 0.82], [0.06, 1.97, -0.80], [-1.79, 0.17, 2.42], [-1.49, 1.38, -2.57], [1.05, 0.48, -0.20], [-0.28, -0.08, 1.18], [0.74, -0.67, -0.21], [-0.07, 0.47, -1.60], [-0.94, 0.06, 1.39], [0.28, 0.83, 0.42], [1.26, 1.04, -4.96], [-1.62, -2.05, 4.60], [0.94, -0.09, 1.07], [0.58, -0.25, 0.50], [-1.27, 0.31, -1.34]],
  "lowdin_charge": [-0.145, 0.019, 0.009, -0.163, -0.139, -0.140, 0.094, 0.122, 0.130, 0.064, 0.092, 0.145, 0.169, 0.127, 0.167, 0.069, 0.097, 0.062, 0.084, 0.061, -0.009, 0.033, 0.033, 0.055, -0.036]
}

=====

No. 3
{
  "formula": "C4H17N2O2",
  "method": "ωB97M-V with the def2-TZVPD basis set",
  "total_energy_ev": -11492.635,
  "orbital_gap_ha": 0.35996,
  "total_charge": 1,
  "e_homo_ev": -12.5867,
  "elements": ["C", "C", "C", "C", "N", "N", "H", "H", "H", "H", "H", "H", "H", "H", "H", "H", "H", "H", "H", "H", "H", "O", "H", "H", "O"],
  "xyz": [[0.644, 1.253, 1.757], [0.523, 2.007, 0.429], [-0.130, 1.074, -0.574], [0.142, -0.222, -2.607], [0.830, 0.427, -1.494], [1.442, 0.019, 1.473], [-0.364, 1.014, 2.069], [1.121, 1.839, 2.521], [-0.048, 2.915, 0.523], [1.538, 2.191, 0.149], [-0.931, 1.526, -1.150], [-0.516, 0.189, -0.103], [-0.707, -0.723, -2.168], [0.750, -1.048, -2.960], [-0.129, 0.423, -3.448], [1.572, 1.057, -1.787], [1.136, -0.433, 0.611], [2.412, 0.336, 1.417], [1.298, -0.596, 2.262], [-1.365, -1.403, 1.055], [-0.760, -2.369, 2.099], [-0.801, -1.444, 1.842], [-2.143, -3.360, -0.852], [-3.195, -2.163, -0.619], [-2.317, -2.507, -0.446]],
  "forces_ev_per_angstrom": [[-1.09, 0.93, -1.03], [-0.14, -1.14, 0.54], [0.60, -0.37, -1.46], [0.68, -0.53, 0.29], [0.53, 0.46, 0.42], [0.10, 1.08, 1.12], [0.11, -0.59, 0.34], [0.41, 0.03, 0.37], [0.09, 0.36, 0.23], [0.63, 0.76, -0.66], [-0.24, 0.38, 0.12], [-1.04, -0.06, 0.68], [-0.66, 0.04, -0.14], [0.27, 0.07, -0.36], [-0.15, 0.06, 0.24], [-0.34, 0.00, -0.19], [0.17, -0.11, -0.35], [0.02, -0.56, -0.23], [0.12, -0.61, 0.03], [-0.10, -0.56, 0.09], [-0.28, -0.10, -0.11], [0.32, 0.31, 0.03], [-0.58, 0.10, -0.18], [-0.19, -0.57, -0.36], [0.76, 0.62, 0.56]],
  "lowdin_charge": [-0.148, -0.135, -0.237, -0.106, -0.140, 0.183, 0.122, 0.130, 0.126, 0.106, 0.126, 0.074, 0.063, 0.080, 0.092, 0.110, 0.121, 0.177, 0.147, 0.016, 0.065, -0.049, 0.060, 0.058, -0.040]
}

=====

No. 4
{
  "formula": "C4H17N4",
  "method": "ωB97M-V with the def2-TZVPD basis set",
  "total_energy_ev": -10377.725,
  "orbital_gap_ha": 0.37061,
  "total_charge": 1,
  "e_homo_ev": -13.0352,
  "elements": ["N", "C", "C", "N", "H", "H", "H", "H", "H", "H", "H", "H", "H", "C", "N", "C", "N", "H", "H", "H", "H", "H", "H", "H", "H"],
  "xyz": [[-1.327, 0.688, -0.186], [-1.443, -0.540, -1.047], [-0.529, -0.566, -2.275], [-1.209, -1.295, -3.322], [-0.357, 0.803, 0.478], [-1.374, 1.519, -0.767], [-2.145, 0.681, 0.422], [-1.285, -1.425, -0.429], [-2.476, -0.600, -1.385], [-0.333, 0.456, -2.607], [0.444, -0.976, -1.998], [-0.767, -1.205, -4.224], [-1.294, -2.282, -3.118], [1.957, 0.404, 0.399], [0.960, 1.087, 1.253], [1.031, 0.627, 2.670], [0.120, -0.454, 2.983], [1.886, 0.790, -0.615], [2.987, 0.509, 0.738], [1.735, -0.659, 0.365], [1.258, 2.058, 1.202], [0.760, 1.458, 3.315], [2.047, 0.287, 2.862], [-0.851, -0.154, 2.968], [0.205, -1.210, 2.319]],
  "forces_ev_per_angstrom": [[0.73, -0.53, 0.41], [-0.19, -0.23, -0.11], [0.05, 0.15, 0.32], [-0.24, -0.01, -0.10], [-0.54, 0.09, -0.28], [-0.15, 0.14, -0.10], [0.16, 0.29, 0.11], [0.12, 0.18, 0.20], [0.01, 0.14, -0.15], [-0.15, 0.07, -0.15], [0.18, -0.09, 0.08], [0.12, 0.07, -0.03], [0.07, -0.02, 0.03], [-0.22, -0.44, -0.13], [0.59, 0.10, -0.52], [-0.64, -0.40, 0.01], [-0.10, 0.29, -0.44], [0.03, 0.05, -0.09], [-0.03, 0.17, 0.17], [-0.02, -0.16, -0.02], [-0.42, 0.19, 0.29], [0.26, 0.12, 0.02], [0.05, 0.14, 0.21], [0.17, 0.04, 0.18], [0.15, -0.33, 0.09]],
  "lowdin_charge": [0.121, -0.169, -0.286, 0.006, 0.121, 0.145, 0.146, 0.124, 0.124, 0.118, 0.101, 0.082, 0.084, -0.095, -0.145, -0.267, 0.028, 0.082, 0.093, 0.083, 0.127, 0.125, 0.120, 0.070, 0.061]
}